DFT (ωB97M-V/def2-TZVPD) results for a structure of composition C2H6BrHfOS.

The geometry in XYZ format:
```
12
Properties=species:S:1:pos:R:3:forces:R:3:nbo_charge:R:1
Hf 16.4778 -19.7514 10.0682 -2.5 2.0 -1.6 1.504
Br 14.4229 -18.1070 8.7879 2.7 -2.2 1.6 -0.500
C 11.7937 -15.4950 9.0060 1.1 0.8 0.4 -0.734
S 11.8347 -13.6394 8.6622 -1.7 -2.3 -1.7 1.303
O 12.5548 -13.5850 7.3344 0.5 0.4 0.3 -0.451
C 10.0612 -13.4938 8.1822 0.0 0.9 0.9 -0.754
H 11.3747 -15.6653 9.9977 -0.2 0.1 -0.2 0.271
H 12.8474 -15.7739 9.0036 0.0 0.0 0.1 0.258
H 11.2939 -16.0086 8.1847 -0.2 0.4 0.1 0.270
H 9.8746 -12.5247 7.7194 0.2 0.1 0.2 0.291
H 9.6036 -13.5436 9.1703 -0.4 0.1 -0.1 0.262
H 9.6827 -14.2883 7.5390 0.7 -0.2 0.1 0.280
```
Positions in Å, forces in eV/Å.

Output
HOMO level (alpha / beta) ... -0.612 / -0.612 Eh
Total charge ... +2
ΔE to the lowest compared entry with this formula, charge and spin ... 201.5 kJ/mol
Frontier orbital gap (alpha / beta) ... 7.2 / 6.1 eV
Spin multiplicity ... 2
Electronic energy ... -86379.3168 eV
LUMO (alpha / beta) ... -9.49 / -10.52 eV
Expectation value of S² ... 0.765
Strongest force on any atom ... 3.8 eV Å⁻¹